[1]
Computed, not measured: the molecule C2H6BrO2P at a distorted geometry, with ωB97M-V/def2-TZVPD.

Summary:
Multiplicity ... 1
HOMO energy ... -10.54 eV
Total energy ... -3145.7034 Eh
HOMO-LUMO gap ... 11.119 eV

Atoms and positions in Å:
C  -0.108  0.578  1.519
C  0.314  -0.682  -1.319
O  2.209  -2.317  0.344
O  0.544  -0.680  1.403
P  1.425  -1.109  0.095
Br  2.880  0.576  -0.084
H  -0.816  0.210  2.330
H  -0.598  0.736  0.655
H  0.456  1.475  1.816
H  0.394  0.372  -1.512
H  0.604  -1.220  -2.229
H  -0.680  -0.968  -1.129

Cartesian forces, eV/Å:
C -0.4 -1.7 4.1
C 1.6 -1.1 -0.3
O -0.9 -0.3 -0.7
O 2.2 -0.8 -1.4
P -0.2 1.7 1.3
Br 0.0 0.1 0.0
H 0.3 1.7 -0.9
H -2.0 1.0 -2.9
H 0.4 -0.8 0.0
H 0.0 0.4 0.1
H 0.3 0.1 0.2
H -1.3 -0.3 0.5

Atom charges from the Mulliken analysis, given in e for atoms 1 to 6: atom 1 (C): -0.75, atom 2 (C): -1.09, atom 3 (O): -0.62, atom 4 (O): -0.28, atom 5 (P): 0.94, atom 6 (Br): -0.25



[2]
Computed, not measured: the molecule C3H8N2 at a distorted geometry, with ωB97M-V/def2-TZVPD.

Summary:
Multiplicity ... 1
HOMO energy ... -9.04 eV
Total energy ... -228.5512 Eh
HOMO-LUMO gap ... 9.870 eV

Atoms and positions in Å:
C  1.432  -0.095  -0.440
C  0.495  -0.052  0.712
C  -0.983  -0.174  0.160
H  1.082  0.591  -1.492
H  1.480  -1.344  -0.791
H  2.518  0.189  -0.014
H  0.668  0.979  1.261
H  0.722  -0.918  1.335
H  -0.904  1.967  -0.074
H  -2.309  1.009  -0.590
H  -1.049  -1.992  0.096
N  -1.450  1.044  -0.036
N  -1.702  -1.205  -0.127

Cartesian forces, eV/Å:
C 2.3 -1.8 -3.3
C -1.4 1.1 0.4
C 2.1 -0.5 1.1
H 1.2 -2.0 3.4
H 0.1 3.9 0.6
H -2.3 -0.6 -1.6
H -0.7 -2.2 -0.7
H 0.0 0.4 0.4
H -1.0 -2.6 0.2
H 0.3 0.6 0.3
H -1.2 0.3 -0.2
N -1.5 3.9 -1.3
N 2.2 -0.5 0.7

Atom charges from the Mulliken analysis, given in e for atoms 1 to 6: atom 1 (C): -0.70, atom 2 (C): -0.58, atom 3 (C): 0.55, atom 4 (H): 0.23, atom 5 (H): 0.20, atom 6 (H): 0.26



[3]
Computed, not measured: a structure of composition C6H17B3ClFO11S3 at a distorted geometry, with ωB97M-V/def2-TZVPD.

Summary:
Multiplicity ... 1
HOMO energy ... -10.57 eV
Total energy ... -2895.9032 Eh
HOMO-LUMO gap ... 10.251 eV

Atoms and positions in Å:
O  0.853  -1.234  -2.235
S  0.029  -0.263  -2.872
O  0.406  1.105  -2.784
F  -0.096  -0.657  -4.384
B  -1.765  -0.472  -2.279
O  -2.488  -1.595  -2.553
B  -3.645  -1.184  -3.224
O  -4.298  -0.037  -2.804
B  -3.466  0.961  -2.351
Cl  -3.707  2.630  -2.762
O  -2.340  0.570  -1.629
H  -4.039  -1.746  -4.188
O  5.758  3.823  -0.595
S  5.033  3.475  0.589
O  5.448  2.356  1.375
O  3.497  3.336  0.226
C  3.131  2.431  -0.847
C  3.236  0.972  -0.459
C  4.886  4.883  1.634
H  3.734  2.658  -1.727
H  2.100  2.683  -1.083
H  4.266  0.680  -0.260
H  2.854  0.350  -1.267
H  2.658  0.772  0.443
H  4.550  5.729  1.043
H  5.875  5.071  2.045
H  4.185  4.653  2.431
O  -1.377  -1.308  1.071
S  -1.949  -2.621  1.015
O  -3.188  -2.828  0.330
O  -2.050  -3.195  2.489
C  -2.751  -2.403  3.477
C  -4.255  -2.422  3.296
C  -0.757  -3.754  0.395
H  -2.356  -1.386  3.465
H  -2.478  -2.851  4.429
H  -4.552  -1.938  2.368
H  -4.729  -1.894  4.123
H  -4.625  -3.446  3.270
H  0.178  -3.613  0.930
H  -0.630  -3.528  -0.662
H  -1.138  -4.764  0.521

Cartesian forces, eV/Å:
O -0.1 -0.4 -0.3
S 0.5 0.2 1.5
O -0.1 0.2 -0.6
F 0.0 0.0 -0.2
B -0.3 -0.6 1.3
O 0.5 0.6 -1.3
B -0.8 -0.5 0.4
O 0.5 0.2 -0.7
B -0.4 -0.1 0.8
Cl -0.2 0.0 0.2
O 0.5 0.7 -1.0
H -0.1 -0.3 0.2
O 0.1 -0.1 -0.1
S -0.3 0.2 0.0
O 0.1 -0.1 0.0
O 0.0 0.0 0.1
C -0.1 -0.3 -0.4
C 0.2 0.0 0.2
C 0.0 0.1 0.0
H 0.1 0.1 0.1
H 0.0 0.1 0.1
H 0.0 0.0 0.0
H -0.1 0.0 0.0
H -0.1 0.0 0.0
H 0.0 0.0 0.0
H 0.0 0.0 0.0
H 0.0 0.0 0.0
O -0.1 0.2 -0.2
S 0.3 -0.4 0.1
O -0.1 0.2 -0.1
O 0.0 -0.1 -0.1
C -0.2 0.3 0.3
C 0.0 -0.1 -0.2
C 0.0 0.0 0.0
H 0.0 0.0 -0.1
H 0.1 -0.1 -0.1
H 0.0 0.0 0.0
H 0.0 0.0 0.1
H 0.0 0.0 0.1
H 0.0 0.0 0.0
H 0.0 0.0 0.0
H 0.0 0.0 0.0

Atom charges from the Mulliken analysis, given in e for atoms 1 to 6: atom 1 (O): -0.57, atom 2 (S): 1.12, atom 3 (O): -0.54, atom 4 (F): -0.22, atom 5 (B): 0.43, atom 6 (O): -0.38



[4]
Computed, not measured: a cluster of 2 separate species, C4H11NO2 in total at a distorted geometry, with ωB97M-V/def2-TZVPD.

Summary:
Multiplicity ... 1
HOMO energy ... -9.39 eV
Total energy ... -364.0331 Eh
HOMO-LUMO gap ... 6.218 eV

Atoms and positions in Å:
C  -0.802  0.358  -1.821
C  -0.820  -0.188  -0.394
C  0.419  -1.044  -0.042
C  0.409  -1.354  1.410
O  1.513  -1.859  1.791
N  -0.902  0.809  0.589
H  -0.457  -0.407  -2.520
H  -1.723  0.860  -2.122
H  -0.063  1.171  -1.815
H  -1.672  -0.870  -0.239
H  0.660  -1.884  -0.711
H  0.293  -0.274  1.870
H  -0.482  -1.929  1.731
H  1.313  -0.461  -0.263
H  -1.373  0.422  1.410
H  1.754  2.598  0.855
H  0.534  1.817  0.230
O  1.400  2.235  0.041

Cartesian forces, eV/Å:
C 1.2 0.8 0.3
C -2.1 -0.5 0.4
C 2.1 0.1 -1.9
C 0.2 -1.9 0.1
O 0.2 0.1 0.3
N 0.9 -0.8 1.1
H -0.3 0.1 0.0
H -0.2 -0.6 0.1
H 0.1 -0.2 -0.2
H 0.1 -0.1 -0.3
H -0.9 -0.4 0.4
H -0.6 1.4 -0.5
H -0.3 0.4 0.2
H -0.1 0.7 0.3
H -0.5 0.4 -0.3
H -0.2 -0.1 0.1
H 0.4 0.5 0.5
O 0.1 -0.1 -0.5

Atom charges from the Mulliken analysis, given in e for atoms 1 to 6: atom 1 (C): -1.25, atom 2 (C): 0.33, atom 3 (C): -0.59, atom 4 (C): -0.24, atom 5 (O): -0.49, atom 6 (N): -0.75



[5]
Computed, not measured: a structure of composition C32H53BN13O4Pd at a distorted geometry, with ωB97M-V/def2-TZVPD.

Summary:
Multiplicity ... 5
HOMO energy (spin up / spin down) ... -16.00 / -16.00 eV
Total energy ... -2415.6449 Eh
Net charge ... +3
HOMO-LUMO gap (spin up / spin down) ... 8.323 / 4.360 eV

Atoms and positions in Å:
Pd  0.005  -0.179  -0.105
C  5.381  -0.310  1.041
C  4.244  -0.285  0.118
C  4.264  -0.325  -1.324
C  2.970  -0.302  -1.732
N  2.171  -0.250  -0.582
N  2.940  -0.232  0.521
B  2.338  -0.258  1.976
N  1.502  1.084  2.143
N  0.952  1.634  0.940
C  0.776  2.897  1.121
C  1.098  3.179  2.542
C  1.575  1.960  3.109
C  2.100  1.703  4.477
C  0.497  3.935  0.086
C  1.624  4.986  0.235
C  0.538  3.364  -1.334
C  -0.850  4.632  0.382
N  1.505  -1.522  2.071
N  0.905  -2.017  0.933
C  0.693  -3.321  1.132
C  1.076  -3.641  2.450
C  1.616  -2.510  2.998
C  2.275  -2.341  4.330
C  0.317  -4.351  0.083
C  -1.112  -4.870  0.307
C  1.279  -5.541  0.259
C  0.494  -3.821  -1.338
C  2.430  -0.331  -3.136
C  2.926  -1.624  -3.810
C  0.899  -0.294  -3.169
C  2.992  0.890  -3.888
H  6.317  -0.355  0.491
H  5.310  -1.178  1.707
H  5.380  0.584  1.675
H  5.147  -0.372  -1.947
H  3.209  -0.254  2.791
H  1.034  4.137  3.048
H  1.841  2.525  5.141
H  3.191  1.621  4.457
H  1.707  0.776  4.885
H  2.612  4.540  0.097
H  1.598  5.492  1.205
H  1.481  5.745  -0.535
H  1.573  3.189  -1.645
H  0.090  4.072  -2.031
H  -0.002  2.430  -1.415
H  -0.904  4.992  1.415
H  -1.696  3.970  0.203
H  -0.941  5.498  -0.275
H  1.047  -4.620  2.907
H  2.030  -3.187  4.968
H  1.968  -1.427  4.838
H  3.364  -2.310  4.232
H  -1.297  -5.072  1.366
H  -1.248  -5.805  -0.241
H  -1.863  -4.171  -0.057
H  1.086  -6.086  1.185
H  2.322  -5.216  0.258
H  1.136  -6.236  -0.569
H  -0.078  -2.917  -1.517
H  0.162  -4.572  -2.056
H  1.552  -3.611  -1.535
H  2.566  -2.511  -3.282
H  4.017  -1.662  -3.848
H  2.550  -1.657  -4.833
H  0.463  -1.181  -2.704
H  0.561  -0.273  -4.204
H  0.510  0.609  -2.690
H  4.084  0.872  -3.922
H  2.676  1.827  -3.418
H  2.621  0.877  -4.913
N  -1.720  -1.112  3.496
N  -2.898  -1.762  3.136
C  -3.233  -2.015  1.857
N  -4.344  -2.715  1.688
N  -2.350  -1.574  0.919
N  -2.584  -1.730  -0.395
O  -1.661  -1.311  -1.151
O  -3.583  -2.190  -0.925
H  -1.059  -1.796  3.845
H  -1.940  -0.461  4.238
H  -3.474  -2.161  3.857
H  -4.903  -3.011  2.474
H  -4.682  -2.886  0.762
O  -6.549  2.197  -4.968
C  -5.835  3.254  -4.394
N  -5.335  2.913  -3.055
C  -4.079  2.471  -2.852
O  -3.232  2.356  -3.724
C  -3.687  2.114  -1.427
C  -4.393  2.403  -0.272
C  -3.839  2.077  0.964
C  -2.596  1.486  1.004
N  -1.914  1.185  -0.113
C  -2.460  1.481  -1.295
H  -5.965  1.634  -5.480
H  -6.520  4.085  -4.280
H  -4.975  3.554  -4.979
H  -6.022  2.850  -2.325
H  -5.362  2.885  -0.302
H  -4.366  2.296  1.884
H  -2.116  1.234  1.944
H  -1.921  1.227  -2.197

Cartesian forces, eV/Å:
Pd -0.7 -0.3 0.1
C 0.1 0.0 0.0
C -0.2 0.0 -0.1
C 0.2 0.0 0.4
C -0.2 0.0 0.1
N -0.1 -0.1 -0.1
N 0.5 0.3 -0.8
B -0.3 -0.6 0.0
N 0.5 -0.3 -0.5
N 0.1 -0.6 0.5
C 0.4 0.3 0.8
C -0.1 0.7 -0.2
C -0.3 0.0 -0.3
C 0.1 0.2 -0.1
C -0.2 0.4 -0.1
C 0.0 -0.1 0.1
C 0.2 0.1 0.2
C 0.1 -0.1 0.1
N -0.1 0.2 0.1
N 0.0 0.2 0.1
C 0.0 0.0 -0.1
C 0.0 -0.3 0.0
C 0.0 0.1 0.1
C 0.1 0.1 -0.2
C -0.1 0.0 0.0
C 0.0 0.0 0.0
C 0.0 0.0 0.1
C 0.2 0.0 0.0
C -0.2 0.0 -0.1
C 0.0 0.0 0.1
C 0.1 -0.1 0.1
C 0.0 0.0 0.1
H 0.0 0.0 0.0
H 0.0 0.1 0.0
H 0.0 -0.1 0.0
H -0.1 0.0 0.2
H 0.0 0.1 -0.1
H 0.0 -0.2 -0.1
H 0.0 0.0 0.0
H -0.1 0.0 0.0
H 0.0 0.0 0.0
H -0.1 0.0 0.0
H 0.0 0.0 -0.1
H 0.0 0.0 0.0
H -0.1 0.0 0.0
H 0.0 0.0 0.0
H -0.2 -0.1 0.0
H 0.0 0.0 -0.1
H 0.0 0.0 0.0
H 0.0 0.0 0.0
H 0.0 0.1 0.0
H 0.0 0.0 0.0
H 0.0 0.0 0.0
H -0.1 0.0 0.0
H 0.0 0.0 -0.1
H 0.0 0.1 0.0
H 0.0 0.1 0.0
H 0.0 0.0 -0.1
H 0.0 0.0 0.0
H 0.0 0.0 0.0
H -0.1 0.1 0.0
H 0.0 0.0 0.0
H -0.1 0.0 0.0
H 0.0 0.1 -0.1
H -0.1 0.0 0.0
H 0.0 0.0 0.0
H 0.0 0.0 0.0
H 0.0 0.0 0.0
H 0.0 0.1 0.0
H -0.1 0.0 0.0
H 0.0 -0.1 -0.1
H 0.0 0.0 0.0
N 0.1 0.1 0.0
N 0.0 0.1 -0.3
C 0.4 -0.1 -0.3
N 0.1 0.2 -0.3
N -0.1 0.0 -0.1
N -0.6 -0.1 -0.3
O 0.5 -0.2 0.5
O 0.2 0.0 1.1
H 0.1 -0.1 0.0
H 0.0 0.1 0.1
H -0.1 -0.1 0.2
H 0.0 0.0 -0.1
H -0.1 -0.1 -0.4
O 0.0 0.2 0.2
C 0.0 -0.3 0.2
N 0.2 0.1 -0.2
C 0.0 -0.1 -0.1
O -0.2 0.1 0.2
C 0.0 0.1 -0.1
C -0.1 0.0 0.1
C -0.1 0.1 0.0
C 0.2 0.0 -0.1
N 0.2 -0.1 -0.1
C 0.1 0.0 0.2
H 0.2 -0.1 -0.1
H -0.1 0.1 0.0
H 0.1 0.1 -0.1
H 0.0 0.0 0.1
H 0.0 0.0 0.0
H 0.0 0.0 -0.1
H 0.0 -0.1 0.0
H 0.1 0.0 0.0

Atom charges from the Mulliken analysis, given in e for atoms 1 to 6: atom 1 (Pd): 0.65, atom 2 (C): -1.39, atom 3 (C): 0.54, atom 4 (C): -0.98, atom 5 (C): -1.31, atom 6 (N): 2.26



[6]
Computed, not measured: the molecule C9H9N3O2 at a distorted geometry, with ωB97M-V/def2-TZVPD.

Summary:
Multiplicity ... 1
HOMO energy ... -9.60 eV
Total energy ... -662.9483 Eh
HOMO-LUMO gap ... 9.508 eV

Atoms and positions in Å:
C  0.561  -1.893  2.666
C  0.939  2.403  -2.559
C  -0.130  2.513  -1.661
C  1.624  1.178  -2.648
C  -0.480  1.412  -0.915
C  1.186  0.014  -1.916
C  0.059  0.182  -1.086
C  -0.284  -1.060  -0.259
C  -0.769  -1.727  2.062
N  1.630  -1.925  3.094
N  -0.694  -0.658  1.041
N  -1.525  -1.089  3.236
O  -2.227  -1.828  3.915
O  -1.425  0.074  3.333
H  1.263  3.197  -3.103
H  -0.662  3.445  -1.513
H  2.438  1.112  -3.343
H  -1.356  1.443  -0.247
H  1.692  -0.905  -2.037
H  -1.167  -1.694  -0.634
H  0.634  -1.712  -0.379
H  -1.235  -2.611  1.566
H  -0.074  0.128  1.388

Cartesian forces, eV/Å:
C 0.8 -1.0 -0.1
C -0.8 -2.9 2.2
C 0.9 0.2 -0.5
C -1.3 -1.0 0.7
C -2.5 0.4 0.7
C -0.6 3.7 -1.0
C 2.3 -2.5 -0.4
C -0.7 -1.3 -1.7
C 0.8 1.8 -1.4
N -0.5 0.0 -0.2
N 1.0 0.8 2.2
N -2.2 -2.9 -0.3
O 0.7 0.2 -0.3
O 0.4 2.4 0.6
H 0.8 2.2 -1.5
H 0.1 0.0 -0.1
H 0.4 -0.2 -0.1
H 0.5 0.3 -0.2
H 0.4 -0.8 0.0
H 1.2 0.9 -0.1
H -0.8 0.4 0.7
H 0.2 0.5 1.2
H -1.0 -1.3 -0.4

Atom charges from the Mulliken analysis, given in e for atoms 1 to 6: atom 1 (C): 0.24, atom 2 (C): -0.56, atom 3 (C): -0.58, atom 4 (C): -0.53, atom 5 (C): -0.12, atom 6 (C): -0.66



Among the records above, which one has the highest total energy?
C3H8N2



Repeat the second record exactly.
Computed, not measured: the molecule C3H8N2 at a distorted geometry, with ωB97M-V/def2-TZVPD.

Summary:
Multiplicity ... 1
HOMO energy ... -9.04 eV
Total energy ... -228.5512 Eh
HOMO-LUMO gap ... 9.870 eV

Atoms and positions in Å:
C  1.432  -0.095  -0.440
C  0.495  -0.052  0.712
C  -0.983  -0.174  0.160
H  1.082  0.591  -1.492
H  1.480  -1.344  -0.791
H  2.518  0.189  -0.014
H  0.668  0.979  1.261
H  0.722  -0.918  1.335
H  -0.904  1.967  -0.074
H  -2.309  1.009  -0.590
H  -1.049  -1.992  0.096
N  -1.450  1.044  -0.036
N  -1.702  -1.205  -0.127

Cartesian forces, eV/Å:
C 2.3 -1.8 -3.3
C -1.4 1.1 0.4
C 2.1 -0.5 1.1
H 1.2 -2.0 3.4
H 0.1 3.9 0.6
H -2.3 -0.6 -1.6
H -0.7 -2.2 -0.7
H 0.0 0.4 0.4
H -1.0 -2.6 0.2
H 0.3 0.6 0.3
H -1.2 0.3 -0.2
N -1.5 3.9 -1.3
N 2.2 -0.5 0.7

Atom charges from the Mulliken analysis, given in e for atoms 1 to 6: atom 1 (C): -0.70, atom 2 (C): -0.58, atom 3 (C): 0.55, atom 4 (H): 0.23, atom 5 (H): 0.20, atom 6 (H): 0.26